Record 1
Formula: C20H30F6FeN7O11SSbSeSi
Source: the OMol25 dataset
Level of theory: ωB97M-V/def2-TZVPD

Its spin multiplicity is 6. For the HOMO energy (alpha / beta), the calculation gives -0.205 / -0.201 Ha. Its expectation value of S² is 8.762. The energy above the lowest of the compared OMol25 structures with the same formula, charge and spin comes out at 0.0 kJ/mol. The total charge is -1. The energy comes out at -7183.3043 a.u.

The geometry in XYZ format:
```
79
C20H30F6FeN7O11SSbSeSi, DFT ωB97M-V/def2-TZVPD
Fe -0.6946 -0.0878 0.6876
N -2.3653 3.2898 -2.5450
C -2.0736 2.9706 -1.1340
C -0.9898 3.8504 -0.5246
C -0.6861 3.4570 0.9200
N -0.0152 2.1496 0.9971
C -1.9620 3.4438 1.7580
C -3.0777 2.6051 1.1385
N -2.7411 1.1766 1.2174
C -3.3398 3.0429 -0.2993
H -1.5145 3.1903 -3.0908
H -2.6585 4.2583 -2.6363
H -3.4696 2.1955 -3.0663
H -1.7004 1.9485 -1.1157
H -1.3176 4.8972 -0.5280
H -0.0785 3.7913 -1.1306
H -0.0218 4.2253 1.3372
H 0.2988 2.0028 1.9538
H 0.7938 2.1329 0.3934
H -2.3165 4.4741 1.8578
H -1.7361 3.0775 2.7603
H -3.9898 2.7996 1.7159
H -3.3317 0.6299 0.5971
H -2.8943 0.8356 2.1603
H -3.7022 4.0783 -0.2730
H -4.1227 2.4288 -0.7464
C 2.1281 -4.9068 1.3661
Si 3.5019 -3.7132 1.7482
C 4.1473 -4.0354 3.4784
C 4.8943 -3.9885 0.5209
C 3.1038 -1.8683 1.6676
C 4.1781 -1.0019 1.7228
C 4.0027 0.3748 1.5950
C 2.7263 0.8359 1.3909
N 1.6511 0.0403 1.3399
C 1.8320 -1.2789 1.4969
S 0.3631 -2.1733 1.4639
H 2.5660 -5.9048 1.2786
H 1.6127 -4.6688 0.4356
H 1.3771 -4.9276 2.1552
H 4.4514 -5.0769 3.6011
H 3.3761 -3.8186 4.2193
H 5.0103 -3.4043 3.6990
H 5.1725 -5.0437 0.4866
H 5.7868 -3.4165 0.7790
H 4.5844 -3.6869 -0.4812
H 5.1810 -1.3936 1.8565
H 4.8342 1.0636 1.6330
H 2.5623 1.9018 1.2839
O -1.1224 -1.9769 -1.8881
Se -2.3623 -2.5511 -0.7343
O -3.7689 -2.4218 -1.4967
O -2.2131 -1.5060 0.5526
O -1.8443 -4.0258 -0.4096
F -0.9135 0.0769 2.7885
Sb -0.4579 0.4049 4.6564
F 0.1613 2.0934 4.0195
F -2.1976 1.1416 4.7557
F -0.0989 0.8640 6.4388
F -1.1003 -1.2925 5.0997
F 1.2745 -0.2579 4.3775
O 0.2115 -0.1013 -7.1893
N -0.8366 0.1378 -6.6162
O -1.8410 0.5561 -7.1615
C -0.8760 -0.0837 -5.1768
C 0.3061 -0.5548 -4.5137
C 0.3060 -0.7635 -3.1979
C -0.8838 -0.6207 -2.2469
O -0.6406 0.1985 -1.1868
C -2.0320 0.0040 -3.0796
C -1.9933 0.2107 -4.4885
N -3.1032 0.4679 -2.4428
O -3.9558 1.3139 -3.1522
O -3.4027 0.2559 -1.2836
N 1.5803 -1.2643 -2.6344
O 1.6162 -1.4761 -1.4458
O 2.5095 -1.4473 -3.4004
H 1.2037 -0.7444 -5.0826
H -2.8619 0.5907 -5.0026
```

Partial charges, Mulliken, in e: number 1, Fe, carries 2.012; number 2, N, carries -0.475; number 3, C, carries 3.499; number 4, C, carries -1.829; number 5, C, carries -0.133; number 6, N, carries -0.071; number 7, C, carries -1.432; number 8, C, carries 0.153; number 9, N, carries -0.434; number 10, C, carries -1.886; number 11, H, carries 0.322; number 12, H, carries 0.290; number 13, H, carries 0.480; number 14, H, carries -2.214; number 15, H, carries 0.499; number 16, H, carries 0.433; number 17, H, carries 0.467; number 18, H, carries 0.155; number 19, H, carries 0.108; number 20, H, carries 0.542; number 21, H, carries 0.455; number 22, H, carries 0.333; number 23, H, carries 0.325; number 24, H, carries 0.329; number 25, H, carries 0.624; number 26, H, carries 0.402; number 27, C, carries -1.108; number 28, Si, carries 0.245; number 29, C, carries -1.161; number 30, C, carries -1.132; number 31, C, carries 0.263; number 32, C, carries -0.256; number 33, C, carries -1.508; number 34, C, carries -0.319; number 35, N, carries 0.243; number 36, C, carries 0.757; number 37, S, carries -0.480; number 38, H, carries 0.367; number 39, H, carries 0.347; number 40, H, carries 0.324; number 41, H, carries 0.335; number 42, H, carries 0.343; number 43, H, carries 0.323; number 44, H, carries 0.359; number 45, H, carries 0.330; number 46, H, carries 0.320; number 47, H, carries 0.300; number 48, H, carries 0.387; number 49, H, carries 0.455; number 50, O, carries -0.597; number 51, Se, carries 1.004; number 52, O, carries -0.662; number 53, O, carries -0.572; number 54, O, carries -0.662; number 55, F, carries -0.552; number 56, Sb, carries 2.205; number 57, F, carries -0.660; number 58, F, carries -0.573; number 59, F, carries -0.542; number 60, F, carries -0.551; number 61, F, carries -0.565; number 62, O, carries -0.654; number 63, N, carries 1.054; number 64, O, carries -0.657; number 65, C, carries -0.968; number 66, C, carries -0.065; number 67, C, carries -2.010; number 68, C, carries 2.495; number 69, O, carries -0.477; number 70, C, carries -0.214; number 71, C, carries -0.189; number 72, N, carries 0.689; number 73, O, carries -0.609; number 74, O, carries -0.499; number 75, N, carries 0.929; number 76, O, carries -0.432; number 77, O, carries -0.739; number 78, H, carries 0.710; number 79, H, carries 0.673


Record 2
Formula: C20H30N2O3S
Source: the OMol25 dataset
Level of theory: ωB97M-V/def2-TZVPD

For the HOMO energy, the calculation gives -0.315 Ha. The energy above the lowest of the compared OMol25 structures with the same formula, charge and spin comes out at 10.0 kJ/mol. The SMILES is COc1ccccc1C(=O)N[C@H](CCSC)C(=O)NC1CCCCCC1. The energy comes out at -1513.5621 a.u.

The geometry in XYZ format:
```
56
C20H30N2O3S, DFT ωB97M-V/def2-TZVPD
C 3.4183 -1.0772 -3.9871
O 2.3469 -0.7843 -3.1238
C 1.2950 -0.0780 -3.5992
C 1.1298 0.3173 -4.9233
C -0.0107 1.0006 -5.3101
C -1.0050 1.2942 -4.3952
C -0.8496 0.9047 -3.0755
C 0.2902 0.2300 -2.6684
C 0.4806 -0.1280 -1.2300
O 1.3933 0.2977 -0.5443
N -0.4813 -0.9419 -0.7469
C -0.4811 -1.4629 0.6087
C -1.2520 -2.7753 0.6738
C -0.5151 -3.9130 -0.0156
S 1.0693 -4.3326 0.7851
C 0.4589 -5.1275 2.2986
C -1.0848 -0.4194 1.5766
O -2.1391 -0.5949 2.1552
N -0.3155 0.6694 1.6909
C -0.6896 1.8367 2.4672
C -1.0090 3.0116 1.5327
C -2.0825 3.9350 2.1063
C -1.6029 4.8270 3.2484
C -0.9610 4.0775 4.4156
C 0.4270 3.5304 4.0750
C 0.4313 2.1233 3.4732
H 3.1033 -1.7221 -4.8145
H 4.1473 -1.6063 -3.3758
H 3.8737 -0.1658 -4.3866
H 1.8865 0.0977 -5.6596
H -0.1189 1.3031 -6.3411
H -1.8919 1.8256 -4.7032
H -1.6105 1.1444 -2.3460
H -1.2538 -1.2000 -1.3411
H 0.5672 -1.6269 0.8919
H -1.4301 -3.0139 1.7231
H -2.2326 -2.6412 0.2091
H -0.2439 -3.6403 -1.0355
H -1.1217 -4.8189 -0.0372
H -0.2188 -5.9346 2.0345
H 1.3288 -5.5255 2.8099
H -0.0373 -4.3979 2.9316
H 0.5316 0.7250 1.1316
H -1.6055 1.5507 2.9947
H -1.3846 2.5955 0.5940
H -0.1023 3.5718 1.3026
H -2.4572 4.5794 1.3068
H -2.9191 3.3232 2.4516
H -2.4619 5.3913 3.6205
H -0.8823 5.5514 2.8605
H -0.8628 4.7795 5.2474
H -1.6131 3.2687 4.7466
H 0.9150 4.2262 3.3900
H 1.0357 3.5006 4.9815
H 0.3577 1.3849 4.2744
H 1.3900 1.9656 2.9722
```

Partial charges, Mulliken, in e: number 1, C, carries -0.968; number 2, O, carries -0.354; number 3, C, carries 0.670; number 4, C, carries -0.640; number 5, C, carries -0.626; number 6, C, carries -0.870; number 7, C, carries -0.253; number 8, C, carries 0.166; number 9, C, carries 0.693; number 10, O, carries -0.802; number 11, N, carries 0.009; number 12, C, carries -0.028; number 13, C, carries -0.954; number 14, C, carries -0.788; number 15, S, carries -0.096; number 16, C, carries -0.836; number 17, C, carries 0.216; number 18, O, carries -0.739; number 19, N, carries -0.040; number 20, C, carries -0.191; number 21, C, carries -0.478; number 22, C, carries -0.934; number 23, C, carries -0.702; number 24, C, carries -0.632; number 25, C, carries -0.832; number 26, C, carries -0.857; number 27, H, carries 0.377; number 28, H, carries 0.232; number 29, H, carries 0.388; number 30, H, carries 0.416; number 31, H, carries 0.387; number 32, H, carries 0.396; number 33, H, carries 0.427; number 34, H, carries 0.398; number 35, H, carries 0.337; number 36, H, carries 0.356; number 37, H, carries 0.427; number 38, H, carries 0.363; number 39, H, carries 0.501; number 40, H, carries 0.254; number 41, H, carries 0.363; number 42, H, carries 0.258; number 43, H, carries 0.395; number 44, H, carries 0.517; number 45, H, carries 0.161; number 46, H, carries 0.394; number 47, H, carries 0.339; number 48, H, carries 0.391; number 49, H, carries 0.343; number 50, H, carries 0.305; number 51, H, carries 0.347; number 52, H, carries 0.339; number 53, H, carries 0.383; number 54, H, carries 0.444; number 55, H, carries 0.340; number 56, H, carries 0.289